(1)
{"formula": "C26H36IIrNOP3", "method": "the ωB97M-V functional and the def2-TZVPD basis", "elements": ["C", "I", "H", "H", "H", "Ir", "P", "C", "C", "H", "H", "H", "H", "H", "H", "C", "H", "H", "H", "P", "C", "C", "H", "H", "H", "C", "H", "H", "H", "H", "H", "H", "C", "O", "N", "P", "C", "C", "C", "C", "C", "C", "C", "C", "C", "C", "C", "C", "C", "C", "C", "C", "C", "C", "H", "H", "H", "H", "H", "H", "H", "H", "H", "H", "H", "H", "H", "H", "H"], "xyz": [[-0.611, -6.123, -4.278], [-0.233, -4.517, -2.920], [-1.551, -5.915, -4.793], [-0.676, -7.049, -3.702], [0.221, -6.163, -4.984], [-0.357, -1.205, -1.154], [-1.949, -2.302, 0.167], [-1.192, -3.484, 1.347], [-2.814, -1.108, 1.254], [-3.576, -1.634, 1.849], [-3.926, -3.667, -0.026], [-3.298, -0.341, 0.632], [-3.717, -2.554, -1.430], [-0.467, -2.962, 1.991], [-2.087, -0.626, 1.927], [-3.206, -3.236, -0.738], [-1.985, -3.927, 1.971], [-2.715, -4.036, -1.311], [-0.677, -4.275, 0.783], [0.759, -0.129, -2.910], [2.563, -0.454, -2.902], [0.170, -0.504, -4.580], [-0.373, 2.007, -2.661], [1.172, 2.179, -3.562], [1.188, 1.979, -1.773], [0.679, 1.691, -2.707], [-0.903, -0.279, -4.633], [0.721, 0.106, -5.312], [3.037, 0.128, -3.709], [2.734, -1.528, -3.068], [0.330, -1.571, -4.784], [2.994, -0.159, -1.932], [1.020, -2.382, -0.764], [1.929, -3.019, -0.407], [-0.136, 0.178, 0.012], [0.172, 1.396, 1.079], [0.143, 0.598, 2.674], [0.690, -0.690, 2.747], [0.668, -1.386, 3.958], [0.100, -0.792, 5.091], [-0.441, 0.496, 5.020], [-0.394, 1.213, 3.822], [1.874, 1.836, 0.771], [2.326, 3.170, 0.749], [3.659, 3.432, 0.425], [4.546, 2.377, 0.191], [4.102, 1.050, 0.248], [2.765, 0.779, 0.542], [-0.970, 2.750, 0.910], [-2.166, 2.787, 1.666], [-3.039, 3.867, 1.549], [-2.767, 4.912, 0.662], [-1.609, 4.866, -0.118], [-0.717, 3.801, -0.003], [1.091, -1.157, 1.841], [1.101, -2.385, 4.010], [0.097, -1.328, 6.038], [-0.891, 0.962, 5.899], [-0.790, 2.226, 3.772], [1.640, 3.989, 0.961], [3.995, 4.469, 0.369], [5.592, 2.588, -0.021], [4.792, 0.224, 0.070], [2.392, -0.251, 0.553], [-2.418, 1.972, 2.350], [-3.942, 3.893, 2.153], [-3.452, 5.754, 0.578], [-1.397, 5.667, -0.822], [0.181, 3.796, -0.626]], "forces_ev_per_angstrom": [[-0.1, -0.5, -0.5], [0.1, 0.0, 0.0], [0.2, 0.0, 0.2], [0.0, 0.3, 0.0], [-0.2, 0.1, 0.2], [-2.5, 0.5, -1.9], [-0.9, -0.8, 0.6], [-0.1, 0.1, -0.2], [-0.1, 0.0, -0.1], [0.2, 0.2, -0.2], [0.1, 0.1, -0.3], [0.1, -0.2, 0.2], [0.1, -0.2, 0.1], [-0.3, -0.3, -0.3], [-0.3, -0.2, -0.2], [-0.2, 0.0, 0.2], [0.3, 0.1, -0.2], [-0.2, 0.3, 0.2], [-0.2, 0.2, 0.2], [0.7, 0.6, -1.1], [-0.3, -0.1, -0.1], [0.1, 0.1, 0.0], [0.3, 0.0, 0.0], [-0.2, -0.1, 0.3], [-0.1, -0.1, -0.4], [-0.2, 0.0, -0.1], [0.3, -0.1, -0.1], [-0.2, -0.2, 0.2], [-0.1, -0.2, 0.3], [0.1, 0.3, 0.0], [-0.1, 0.3, 0.0], [-0.2, -0.1, -0.4], [5.4, -3.2, 2.5], [-2.6, 1.5, -1.2], [0.7, 1.7, 1.9], [-0.8, 0.0, -1.5], [-0.3, 1.0, 0.4], [0.5, -1.7, 0.9], [0.3, 0.0, -1.2], [0.3, -0.6, 0.1], [-0.4, 1.5, -0.7], [0.0, -0.1, 1.1], [-0.2, 0.7, 0.4], [0.6, 0.3, 0.0], [-0.9, 0.4, 0.3], [0.1, -0.3, 0.0], [-0.6, -0.4, 0.2], [1.0, -0.6, -0.3], [-0.4, 0.5, 0.2], [0.1, 0.0, -0.1], [0.0, -0.1, -0.1], [0.3, -0.3, 0.1], [0.0, -0.2, 0.0], [0.1, -0.1, 0.0], [-0.1, 0.1, 0.5], [-0.2, 0.3, 0.1], [0.0, 0.1, -0.1], [0.1, -0.2, -0.2], [0.2, -0.3, 0.1], [0.3, -0.2, 0.0], [0.0, -0.4, 0.0], [-0.2, 0.0, 0.0], [-0.1, 0.3, 0.0], [0.4, 0.4, 0.0], [0.0, 0.3, -0.3], [0.2, 0.0, -0.1], [0.1, -0.2, 0.0], [0.0, -0.2, 0.1], [-0.4, 0.0, 0.2]], "charge": 3, "gap_ha": [0.231, 0.091], "fmax_ev_per_a": 6.8, "spin_multiplicity": 6, "homo_ha": [-0.56486, -0.59911]}


(2)
{"formula": "C11H10O2", "method": "the ωB97M-V functional and the def2-TZVPD basis", "elements": ["C", "C", "C", "C", "C", "C", "C", "C", "C", "C", "C", "O", "O", "H", "H", "H", "H", "H", "H", "H", "H", "H", "H"], "xyz": [[-3.738, -0.180, -0.004], [-2.289, 0.121, -0.042], [-1.689, 1.306, 0.029], [-0.287, 1.670, 0.097], [0.825, 0.882, 0.119], [2.106, 1.517, -0.023], [3.283, 0.829, -0.030], [3.343, -0.590, -0.095], [2.221, -1.277, 0.075], [0.905, -0.642, 0.114], [-0.111, -1.500, -0.041], [-0.101, -2.804, 0.020], [-1.500, -1.149, -0.046], [-3.905, -0.780, -0.895], [-4.350, 0.802, -0.275], [-4.155, -0.679, 1.003], [-2.156, 2.272, -0.002], [-0.231, 2.794, 0.013], [1.973, 2.525, -0.092], [4.306, 1.182, -0.069], [4.257, -1.018, -0.221], [2.309, -2.310, -0.009], [-1.015, -2.970, 0.376]], "forces_ev_per_angstrom": [[-1.8, 1.1, 0.3], [1.9, -0.3, 0.9], [0.6, -0.1, 0.0], [0.6, 0.2, -0.3], [-0.6, -1.4, -0.8], [1.4, -2.5, 0.6], [-0.2, 0.9, -0.5], [-2.5, 1.1, 1.1], [-0.2, 0.9, -0.6], [0.6, 0.7, -0.2], [-2.9, 2.9, 1.0], [-0.6, -1.0, 0.4], [-0.5, 0.4, -0.1], [-0.5, -0.7, 0.3], [1.4, -1.9, 1.0], [1.1, 1.1, -2.4], [-1.6, -0.4, 0.1], [0.8, -1.4, 0.2], [0.6, 2.8, -0.1], [-0.4, 1.3, -0.1], [2.3, -1.4, -0.2], [-0.4, -1.8, 0.1], [0.9, -0.4, -0.6]], "charge": 0, "gap_ha": [0.232, 0.232], "relative_energy_kj_mol": 344.4, "fmax_ev_per_a": 4.3, "spin_multiplicity": 1, "homo_ha": [-0.24181, -0.24179], "smiles": "CC1=CC=c2ccccc2=C(O)O1"}


(3)
{"formula": "C7H9N2O", "method": "the ωB97M-V functional and the def2-TZVPD basis", "elements": ["C", "N", "C", "C", "C", "N", "C", "C", "C", "O", "H", "H", "H", "H", "H", "H", "H", "H", "H"], "xyz": [[0.997, -2.085, 0.688], [1.279, -0.696, 0.327], [2.399, -0.060, 0.386], [2.357, 1.336, 0.002], [1.237, 2.006, -0.272], [0.014, 1.418, -0.236], [-1.076, 1.127, -0.112], [-2.229, 0.281, 0.212], [-3.131, 0.066, -0.959], [-2.333, -0.319, 1.249], [1.887, -2.546, 1.142], [0.151, -1.986, 1.375], [0.810, -2.863, -0.153], [3.351, -0.436, 0.656], [3.378, 1.886, -0.009], [1.195, 3.101, -0.618], [-3.410, -1.003, -1.048], [-2.701, 0.493, -1.926], [-4.173, 0.279, -0.704]], "forces_ev_per_angstrom": [[1.4, -0.8, -0.4], [0.7, 0.3, -0.8], [-2.5, -1.3, -0.3], [2.0, 1.4, 0.1], [1.1, 2.5, -1.1], [-0.2, 0.5, 0.1], [0.5, 0.0, 0.9], [-2.4, -2.2, -0.4], [-0.2, -0.5, -1.0], [0.9, 1.2, -0.3], [-0.3, 0.1, 0.5], [0.2, -0.7, -0.1], [-0.3, 2.0, 0.8], [0.9, -0.8, 0.4], [-2.1, -0.8, -0.1], [0.1, -1.9, 0.7], [1.2, 0.0, -0.2], [-1.1, -0.5, 1.3], [0.1, 1.4, -0.1]], "charge": 1, "gap_ha": 0.296, "relative_energy_kj_mol": 438.1, "fmax_ev_per_a": 3.3, "spin_multiplicity": 1, "homo_ha": -0.50345, "smiles": "C/N=C/C=C\\[N+]#CC(C)=O"}


(4)
{"formula": "C38H43N3O4S", "method": "the ωB97M-V functional and the def2-TZVPD basis", "elements": ["C", "C", "O", "C", "C", "C", "C", "C", "C", "C", "C", "C", "N", "C", "C", "C", "C", "C", "C", "O", "O", "C", "S", "C", "C", "C", "C", "C", "C", "C", "O", "C", "C", "C", "C", "C", "C", "C", "N", "C", "C", "C", "C", "C", "C", "N", "H", "H", "H", "H", "H", "H", "H", "H", "H", "H", "H", "H", "H", "H", "H", "H", "H", "H", "H", "H", "H", "H", "H", "H", "H", "H", "H", "H", "H", "H", "H", "H", "H", "H", "H", "H", "H", "H", "H", "H", "H", "H", "H"], "xyz": [[-11.512, 0.969, -2.024], [-10.203, 0.421, -1.483], [-9.386, 1.524, -1.107], [-8.179, 1.231, -0.605], [-7.351, 2.294, -0.216], [-6.117, 1.997, 0.310], [-5.720, 0.661, 0.444], [-4.417, 0.300, 1.013], [-3.278, 1.046, 0.715], [-2.054, 0.714, 1.262], [-1.933, -0.373, 2.118], [-0.595, -0.729, 2.724], [0.491, -0.515, 1.804], [0.714, -1.228, 0.650], [-0.022, -2.482, 0.330], [0.706, -3.790, 0.751], [1.167, -3.756, 2.207], [-0.243, -4.968, 0.521], [1.896, -3.941, -0.191], [1.836, -4.459, -1.274], [3.023, -3.428, 0.302], [1.692, -0.597, -0.084], [2.350, -1.128, -1.629], [1.398, -0.114, -2.873], [1.867, -0.637, -4.226], [-0.093, -0.355, -2.686], [1.739, 1.359, -2.713], [2.113, 0.548, 0.650], [3.076, 1.527, 0.409], [3.222, 2.537, 1.337], [4.119, 3.568, 1.230], [4.828, 3.699, 0.019], [5.821, 2.592, -0.239], [6.511, 1.981, 0.801], [7.399, 0.966, 0.498], [7.587, 0.591, -0.829], [8.524, -0.514, -1.202], [6.849, 1.278, -1.786], [5.992, 2.242, -1.507], [2.422, 2.569, 2.494], [1.476, 1.603, 2.746], [1.320, 0.580, 1.817], [-3.065, -1.123, 2.411], [-4.291, -0.792, 1.869], [-6.621, -0.306, 0.016], [-7.813, -0.036, -0.492], [-11.324, 1.604, -2.885], [-12.158, 0.148, -2.321], [-12.013, 1.559, -1.261], [-10.370, -0.217, -0.608], [-9.678, -0.173, -2.239], [-7.702, 3.306, -0.331], [-5.462, 2.790, 0.640], [-3.349, 1.883, 0.038], [-1.182, 1.306, 1.022], [-0.605, -1.769, 3.061], [-0.415, -0.100, 3.601], [-0.170, -2.533, -0.750], [-1.005, -2.465, 0.804], [1.768, -2.873, 2.406], [1.771, -4.633, 2.425], [0.305, -3.768, 2.872], [-1.158, -4.838, 1.093], [0.231, -5.898, 0.826], [-0.492, -5.046, -0.534], [3.718, -3.450, -0.374], [1.342, -0.121, -5.028], [2.935, -0.473, -4.344], [1.672, -1.704, -4.307], [-0.414, -0.059, -1.688], [-0.329, -1.407, -2.833], [-0.655, 0.229, -3.414], [2.813, 1.513, -2.802], [1.243, 1.938, -3.491], [1.410, 1.730, -1.745], [3.683, 1.460, -0.477], [5.364, 4.650, 0.114], [4.145, 3.770, -0.837], [6.340, 2.295, 1.820], [7.947, 0.465, 1.284], [8.742, -0.493, -2.267], [8.076, -1.478, -0.962], [9.456, -0.430, -0.646], [6.945, 1.038, -2.838], [2.575, 3.382, 3.185], [0.877, 1.657, 3.643], [-2.987, -1.971, 3.078], [-5.164, -1.373, 2.123], [-6.375, -1.359, 0.062]], "forces_ev_per_angstrom": [[0.4, 0.0, 0.2], [-0.4, -0.4, -0.2], [0.0, 0.3, 0.0], [0.5, -0.2, 0.2], [-0.2, -0.1, -0.1], [-0.2, -0.2, -0.1], [-0.3, 0.0, -0.2], [0.2, -0.1, 0.1], [-0.1, -0.1, 0.1], [0.1, 0.0, 0.1], [-0.1, 0.0, 0.0], [-0.2, 0.0, 0.1], [0.1, -0.2, 0.0], [0.1, 0.2, -0.3], [0.1, -0.1, 0.0], [-0.1, 0.0, 0.1], [0.0, 0.0, -0.2], [0.2, 0.1, -0.2], [-0.3, -0.4, -0.2], [0.0, -0.1, -0.1], [0.5, 0.2, 0.4], [0.0, -0.2, -0.5], [-0.2, 0.2, 0.0], [0.1, -0.1, 0.3], [0.0, -0.1, 0.2], [0.1, 0.0, 0.0], [0.0, -0.1, 0.0], [-0.4, 0.0, 0.5], [0.1, 0.2, 0.1], [-0.1, -0.1, 0.0], [0.0, 0.0, 0.3], [0.0, 0.2, -0.2], [0.1, -0.1, 0.2], [0.0, 0.0, -0.1], [-0.1, 0.1, -0.2], [-0.1, 0.1, 0.1], [-0.1, 0.0, 0.0], [0.3, -0.3, 0.1], [-0.4, 0.4, 0.0], [0.1, 0.1, 0.0], [0.0, 0.1, 0.1], [0.6, 0.3, -0.3], [0.2, 0.0, 0.0], [0.0, 0.1, -0.1], [0.4, 0.2, 0.2], [-0.6, 0.3, -0.2], [0.0, 0.1, -0.1], [-0.1, -0.1, 0.0], [-0.1, 0.0, 0.0], [0.1, 0.0, -0.2], [-0.1, 0.0, 0.1], [0.0, 0.1, 0.0], [0.0, 0.1, 0.0], [0.0, 0.1, -0.1], [0.1, 0.0, -0.1], [0.0, 0.1, 0.0], [0.0, -0.2, -0.1], [-0.1, 0.0, 0.0], [0.0, -0.1, 0.0], [0.0, 0.1, 0.1], [0.0, -0.1, 0.1], [-0.1, 0.0, 0.1], [-0.1, 0.0, 0.1], [0.0, -0.1, 0.0], [-0.1, 0.0, -0.1], [-0.2, -0.1, -0.1], [0.0, 0.1, -0.1], [0.1, 0.0, -0.1], [0.0, -0.1, -0.1], [0.0, 0.0, 0.1], [-0.1, -0.1, 0.0], [-0.1, 0.1, -0.1], [0.1, 0.1, 0.0], [-0.1, 0.1, -0.1], [0.0, 0.1, 0.0], [0.0, 0.0, -0.1], [-0.1, -0.1, -0.1], [0.1, -0.1, 0.1], [0.0, 0.0, 0.1], [0.1, 0.0, 0.1], [0.1, 0.0, -0.1], [0.1, -0.1, 0.0], [0.1, 0.0, 0.0], [0.1, -0.1, -0.1], [0.0, 0.1, 0.1], [0.0, 0.0, 0.1], [0.0, -0.1, 0.1], [-0.1, 0.0, 0.0], [0.2, -0.1, 0.1]], "charge": 0, "gap_ha": 0.306, "relative_energy_kj_mol": 0.0, "fmax_ev_per_a": 0.7, "spin_multiplicity": 1, "homo_ha": -0.28516, "smiles": "CCOc1ccc(-c2ccc(Cn3c(CC(C)(C)C(=O)O)c(SC(C)(C)C)c4cc(OCc5ccc(C)cn5)ccc43)cc2)cn1"}


(5)
{"formula": "C32H45N6O2Re", "method": "the ωB97M-V functional and the def2-TZVPD basis", "elements": ["Re", "C", "N", "C", "C", "N", "C", "C", "C", "C", "C", "C", "C", "C", "C", "N", "C", "N", "C", "C", "N", "C", "C", "C", "N", "C", "C", "H", "H", "H", "H", "H", "H", "H", "H", "H", "H", "H", "H", "H", "H", "H", "H", "H", "H", "H", "H", "H", "H", "H", "H", "H", "H", "H", "H", "H", "H", "C", "C", "C", "C", "C", "C", "C", "O", "C", "C", "C", "H", "H", "H", "H", "H", "H", "H", "H", "H", "H", "H", "H", "C", "C", "O", "H", "H", "H"], "xyz": [[0.057, -0.400, 0.730], [-3.210, -3.857, -1.764], [-2.186, -2.817, -1.506], [-1.345, -2.379, -2.650], [-1.942, -2.434, -0.225], [-0.579, -2.183, 0.182], [0.325, -3.280, 0.146], [-0.202, -4.622, 0.167], [0.598, -5.763, -0.107], [1.966, -5.562, -0.411], [2.552, -4.334, -0.255], [3.955, -4.255, -0.339], [4.605, -3.096, -0.001], [3.902, -1.906, 0.200], [2.508, -1.866, 0.091], [1.876, -0.563, 0.164], [2.527, 0.622, -0.363], [2.834, 1.593, 0.523], [3.053, 1.320, 1.957], [3.247, 2.924, 0.167], [2.975, 0.624, -1.632], [4.241, 1.221, -2.008], [2.325, -0.191, -2.693], [1.756, -3.081, 0.028], [-2.882, -2.513, 0.753], [-2.551, -2.861, 2.124], [-4.212, -1.955, 0.502], [-2.726, -4.567, -2.483], [-4.123, -3.445, -2.177], [-3.504, -4.478, -0.933], [-0.286, -2.300, -2.379], [-1.627, -1.395, -2.991], [-1.433, -3.016, -3.515], [-1.235, -4.758, 0.489], [0.195, -6.752, 0.021], [2.563, -6.368, -0.776], [4.518, -5.196, -0.473], [5.697, -3.057, 0.151], [4.431, -0.972, 0.432], [2.840, 0.227, 2.064], [2.316, 1.864, 2.514], [4.075, 1.637, 2.238], [4.322, 3.038, 0.193], [2.822, 3.695, 0.860], [2.864, 3.150, -0.841], [4.874, 1.462, -1.147], [4.057, 2.113, -2.673], [4.695, 0.490, -2.642], [1.220, -0.042, -2.718], [2.513, -1.217, -2.543], [2.671, 0.031, -3.713], [-1.554, -3.405, 2.231], [-3.396, -3.432, 2.531], [-2.522, -1.917, 2.708], [-4.504, -2.109, -0.518], [-4.165, -0.878, 0.746], [-4.986, -2.425, 1.154], [-3.967, 6.798, -0.940], [-3.077, 5.670, -0.550], [-2.404, 5.654, 0.696], [-1.564, 4.626, 1.136], [-1.135, 4.662, 2.561], [-1.308, 3.516, 0.278], [-0.748, 2.387, 0.809], [-0.913, 1.132, 0.252], [-1.953, 3.511, -1.037], [-1.792, 2.409, -2.044], [-2.738, 4.631, -1.395], [-3.963, 6.936, -2.027], [-3.647, 7.748, -0.457], [-5.000, 6.575, -0.667], [-2.666, 6.498, 1.342], [-1.788, 5.406, 3.021], [-0.110, 5.023, 2.783], [-1.255, 3.690, 3.057], [-0.373, 2.407, 1.836], [-1.840, 2.878, -3.032], [-2.550, 1.637, -1.928], [-0.810, 1.835, -1.996], [-3.165, 4.617, -2.383], [0.377, -1.253, 3.579], [0.069, 0.041, 2.741], [0.138, 1.139, 3.291], [0.482, -2.234, 3.135], [-0.430, -1.335, 4.236], [1.323, -0.969, 4.115]], "forces_ev_per_angstrom": [[-1.4, 0.1, 0.2], [0.6, -0.5, -1.4], [0.1, 0.3, 1.5], [0.5, 0.4, 0.7], [0.8, -1.4, 0.3], [-0.4, -0.7, -0.1], [0.4, -2.0, -0.9], [1.2, 1.0, 0.2], [1.2, 1.7, 0.2], [-2.9, -1.0, 0.3], [-0.5, 3.0, 0.3], [0.7, -0.2, 0.7], [1.0, 0.1, 0.1], [-1.1, 0.4, -0.3], [1.0, 0.4, 0.0], [1.1, -0.2, -0.8], [1.2, -1.2, 0.6], [-0.2, -0.9, -0.1], [-0.2, -1.5, -0.5], [-0.9, 1.5, -0.9], [-1.4, -0.3, 0.7], [-0.1, 1.5, -0.9], [-1.2, 0.9, -0.1], [-0.1, -1.9, -0.8], [1.1, 0.2, -2.0], [0.9, 0.5, 1.0], [-0.7, 0.1, 1.1], [-0.6, 0.7, 0.3], [0.0, 0.1, -0.4], [0.3, 0.3, 0.8], [-0.2, -0.4, 0.2], [-0.4, 0.4, 0.0], [-0.2, -0.6, 0.1], [0.1, 0.0, -0.4], [-0.2, -0.2, -0.3], [0.3, -0.6, 0.2], [-0.3, 0.7, -0.1], [-0.7, -0.2, -0.3], [-0.1, -0.5, -0.2], [0.7, 1.0, 0.5], [-0.2, 0.4, 0.5], [-0.5, -0.4, -0.1], [0.3, 0.0, 0.0], [0.2, -0.9, -0.4], [0.3, 0.1, 0.4], [-0.2, -0.1, -0.4], [0.4, -0.6, 0.9], [0.7, -0.4, -0.2], [0.8, 0.1, 0.3], [0.3, -1.3, 0.4], [0.2, 0.5, 0.6], [-1.6, 0.7, -0.3], [0.5, -0.1, -0.2], [0.1, -0.5, 0.0], [-0.1, 0.1, -0.4], [-0.2, -0.4, -0.2], [0.8, 0.2, -0.5], [0.3, 0.4, -0.2], [1.5, 0.2, 1.0], [-0.3, 0.0, 0.3], [-0.6, 1.5, -0.1], [0.3, 0.5, 0.8], [-1.0, -0.5, -1.6], [-1.5, -1.6, -0.2], [-0.2, 4.3, 0.7], [-0.3, 1.5, 0.2], [1.6, -0.3, -0.3], [0.5, -2.4, -0.6], [0.0, 0.0, 0.2], [-0.3, -0.7, -0.2], [0.0, 0.1, 0.2], [0.4, -0.5, 0.2], [0.1, -0.3, 0.4], [-0.3, -0.3, -0.5], [-0.1, 0.4, 0.0], [0.3, -0.3, -0.4], [-0.3, -0.4, 0.1], [-0.3, 0.1, -0.1], [-1.1, 1.0, 0.1], [-0.1, 0.0, -0.3], [1.6, 1.7, -0.5], [1.2, 0.0, 1.5], [-0.5, -1.7, -1.0], [0.2, 0.1, -0.8], [-1.2, 0.0, 1.6], [-1.0, -0.5, -0.2]], "charge": 3, "gap_ha": [0.201, 0.207], "fmax_ev_per_a": 4.4, "spin_multiplicity": 4, "homo_ha": [-0.55302, -0.56166]}